The following is a DFT calculation (the ωB97M-V functional and the def2-TZVPD basis) of C30H31F3N2O3 in the gas phase.

Last column: natural (NBO) charge in e.
Cartesian coordinates (Å):
C (-6.397960, -3.916280, -0.151894)  -0.627
C (-5.232592, -3.072787, -0.570920)  -0.014
C (-4.897768, -2.958931, -1.916288)  -0.205
C (-3.830605, -2.176222, -2.315138)  -0.196
C (-3.071541, -1.495244, -1.378067)  -0.236
C (-3.388495, -1.610532, -0.031285)  -0.047
C (-2.638113, -0.838941, 1.007786)  0.669
O (-3.018190, 0.251062, 1.395322)  -0.622
N (-1.543133, -1.449243, 1.534915)  -0.442
C (-0.945672, -2.634075, 0.969223)  -0.216
C (0.200841, -2.306451, -0.014033)  -0.532
C (0.252852, -0.839121, -0.421061)  0.712
O (0.131207, -0.510471, -1.589624)  -0.659
N (0.495999, 0.063023, 0.557377)  -0.453
C (0.531357, 1.481473, 0.222062)  -0.080
C (1.962816, 2.055832, 0.344400)  -0.082
O (2.547089, 2.407391, -0.887506)  -0.524
C (2.885099, 1.319750, -1.729560)  -0.124
C (3.947617, 0.442407, -1.115106)  0.044
C (5.147016, 1.002737, -0.686728)  -0.200
C (6.111366, 0.225140, -0.072064)  -0.209
C (5.887879, -1.124941, 0.141310)  -0.181
C (4.691527, -1.684261, -0.283156)  -0.153
C (4.379938, -3.125173, -0.007969)  0.975
F (3.825684, -3.754583, -1.055177)  -0.322
F (3.479631, -3.244914, 1.001738)  -0.341
F (5.441990, -3.849320, 0.360243)  -0.319
C (3.724158, -0.910480, -0.912416)  -0.219
C (-0.482305, 2.296492, 1.041980)  -0.448
C (-0.651410, 3.665201, 0.444433)  -0.028
C (-1.326670, 3.816148, -0.760805)  -0.154
C (-1.470924, 5.064607, -1.335882)  -0.219
C (-0.942709, 6.182678, -0.711931)  -0.219
C (-0.275870, 6.044087, 0.491910)  -0.206
C (-0.131207, 4.792125, 1.064884)  -0.214
C (0.619580, -0.346350, 1.936529)  -0.235
C (-0.749868, -0.750338, 2.519279)  -0.238
C (-4.470021, -2.389338, 0.364306)  -0.220
H (-6.267705, -4.942050, -0.494750)  0.220
H (-6.508249, -3.920597, 0.929379)  0.215
H (-7.317420, -3.533292, -0.592807)  0.222
H (-5.485285, -3.486648, -2.654023)  0.209
H (-3.584278, -2.092243, -3.363061)  0.217
H (-2.238780, -0.886767, -1.694253)  0.239
H (-1.725296, -3.194356, 0.451352)  0.237
H (-0.569964, -3.250073, 1.792228)  0.203
H (1.163122, -2.584557, 0.417900)  0.235
H (0.071192, -2.875975, -0.935056)  0.249
H (0.236977, 1.543407, -0.830959)  0.262
H (2.606383, 1.341729, 0.881024)  0.170
H (1.939765, 2.994975, 0.900787)  0.199
H (3.266357, 1.788064, -2.641506)  0.202
H (2.002522, 0.721930, -1.986434)  0.207
H (5.308016, 2.060103, -0.834266)  0.223
H (7.040343, 0.669352, 0.250506)  0.219
H (6.629397, -1.737579, 0.630065)  0.230
H (2.802671, -1.362524, -1.247449)  0.231
H (-1.444942, 1.780511, 1.029021)  0.265
H (-0.147929, 2.385402, 2.077844)  0.197
H (-1.749531, 2.947645, -1.244646)  0.205
H (-1.998936, 5.167810, -2.272573)  0.212
H (-1.054942, 7.158711, -1.160644)  0.212
H (0.133334, 6.912437, 0.987813)  0.211
H (0.383627, 4.695596, 2.011527)  0.204
H (1.317020, -1.186901, 2.007891)  0.208
H (1.035194, 0.480389, 2.512636)  0.224
H (-1.322213, 0.132131, 2.811490)  0.249
H (-0.603733, -1.391501, 3.394826)  0.200
H (-4.715292, -2.457258, 1.415034)  0.212

Forces on the atoms, in the same order (eV/Å):
C -0.0165 0.0028 -0.0315
C 0.0466 0.0069 0.0229
C 0.0271 0.0230 0.0311
C -0.0326 -0.0353 -0.0558
C 0.0490 0.0434 0.1671
C -0.2605 0.0966 -0.2647
C -0.0448 -0.0558 0.1094
O -0.2608 0.1622 -0.0520
N 0.0742 -0.0961 0.3302
C 0.0051 -0.2451 -0.1040
C -0.0046 -0.0242 -0.1102
C 0.2062 -0.4076 0.0996
O -0.1656 -0.0100 -0.5061
N 0.0448 0.1421 -0.0034
C 0.1745 0.3126 -0.1750
C -0.1398 0.0397 0.1268
O 0.0775 0.1518 -0.1405
C 0.0053 -0.0199 -0.1871
C -0.1327 -0.0348 0.0580
C -0.0158 -0.0821 -0.0187
C 0.0146 0.1019 0.0044
C -0.1996 -0.1881 -0.0561
C 0.1246 -0.1087 0.0192
C -0.1655 -0.2047 0.1537
F -0.0469 0.0950 -0.2503
F -0.0847 0.1084 0.1349
F 0.2735 0.0840 0.0144
C 0.1891 0.0911 0.0363
C -0.0097 -0.1278 -0.2484
C 0.0507 0.0109 0.1786
C 0.0100 0.0102 0.0214
C -0.0395 -0.0023 -0.0841
C 0.0062 0.1134 -0.0129
C 0.0341 0.1229 0.0059
C -0.0266 -0.0085 0.0021
C -0.1300 -0.2989 0.0997
C -0.0538 0.2924 0.1731
C 0.1096 0.0265 -0.0614
H -0.0484 -0.0741 0.0239
H -0.0524 -0.0377 0.0603
H -0.0959 -0.0256 0.0190
H -0.0596 -0.0581 -0.0845
H 0.0204 0.0117 -0.0950
H 0.1216 0.0715 -0.0346
H 0.1771 0.0050 0.1167
H -0.0770 -0.0016 -0.0708
H 0.0402 -0.0171 -0.0335
H 0.0692 0.0981 0.0556
H 0.0888 -0.0027 0.2313
H -0.0883 0.0847 0.0184
H 0.0096 -0.1103 0.0486
H -0.0625 -0.0928 0.0429
H 0.0817 0.0623 0.0021
H 0.0367 0.1256 -0.0079
H 0.0917 0.0524 0.0279
H 0.0533 -0.0473 0.0308
H -0.1475 -0.0326 -0.0597
H 0.0892 -0.0094 0.1057
H -0.0385 -0.0025 0.0872
H -0.0515 -0.1263 -0.0701
H -0.0463 0.0021 -0.0720
H -0.0100 0.0725 -0.0347
H 0.0286 0.0675 0.0327
H 0.0454 -0.0426 0.0772
H 0.0204 0.1335 0.0473
H 0.0431 -0.0916 0.0053
H 0.1267 -0.1311 0.0157
H -0.0033 0.0473 -0.0240
H -0.0553 -0.0188 0.1118

Output
- LUMO level: 0.7 eV
- E_tot: -48890.12243 eV
- Energy relative to the best compared isomer or geometry (same formula, charge and spin): 0.1398 eV
- SMILES: Cc1cccc(C(=O)N2CCC(=O)N([C@H](COCc3cccc(C(F)(F)F)c3)Cc3ccccc3)CC2)c1
- Orbital gap: 0.3492 Ha